Below is the molecule C6H8O3 in a non-equilibrium geometry, with properties calculated with ωB97M-V/def2-TZVPD.

Structure (ORCA input):
```
! RIJCOSX wB97M-V def2-TZVPD def2/J DEFGRID3
* xyz 0 1
C -1.482 -0.908 1.735
C -0.562 0.265 1.911
O -0.577 1.085 2.761
C 1.074 -0.046 1.017
C 0.452 0.440 -0.181
O -0.621 1.077 -0.066
C 0.823 -0.163 -1.534
C 0.445 0.674 -2.719
O 1.362 -1.244 -1.593
H -1.460 -1.289 0.720
H -1.156 -1.693 2.418
H -2.494 -0.602 2.002
H 1.576 0.723 1.594
H 1.558 -1.013 0.926
H 0.968 1.634 -2.666
H -0.623 0.897 -2.684
H 0.717 0.162 -3.641
*
```

Its SMILES is CC(=O)CC(=O)C(C)=O. The highest occupied orbital energy comes out at -9.215 eV. The maximum force comes out at 3.3 eV/Å. The value obtained for the energy above the lowest of the compared OMol25 structures with the same formula, charge and spin is 194.6 kJ/mol. The orbital gap is 8.7 eV.


Below is a 3-piece molecular cluster, C6H8O4 overall in a non-equilibrium geometry, with properties calculated with ωB97M-V/def2-TZVPD.

Structure (ORCA input):
```
! RIJCOSX wB97M-V def2-TZVPD def2/J DEFGRID3
* xyz 0 1
O 2.599 0.276 -1.298
C 1.446 0.120 -1.639
C 0.290 -0.179 -0.728
C -0.821 0.747 -1.221
C -0.192 1.013 0.106
C -1.032 0.667 1.309
C -1.135 -0.837 1.528
O -0.215 -1.404 2.230
O -1.441 -1.442 0.450
H 1.196 0.115 -2.721
H -0.694 1.501 -1.997
H -1.829 0.354 -1.335
H 0.439 1.901 0.182
H -0.625 1.143 2.211
H -2.058 1.038 1.200
O 1.195 -1.734 -0.015
H 0.787 -1.712 1.436
H 2.089 -1.567 0.301
*
```

The highest occupied orbital energy comes out at -9.677 eV. The maximum force comes out at 7.1 eV/Å. The value obtained for the energy above the lowest of the compared OMol25 structures with the same formula, charge and spin is 722.6 kJ/mol. The orbital gap is 7.6 eV.


Below is C6H8O6Rh as an isolated structure in a non-equilibrium geometry, with properties calculated with ωB97M-V/def2-TZVPD.

Structure (ORCA input):
```
! RIJCOSX wB97M-V def2-TZVPD def2/J DEFGRID3
* xyz 3 5
H -0.438 1.528 -1.052
O -4.419 0.154 -2.245
C -3.559 0.903 -1.743
O -3.818 2.056 -1.335
O -2.307 0.366 -1.570
Rh -5.554 1.696 -2.006
C -1.539 0.856 -0.591
C -0.248 0.254 -0.375
C 0.395 0.393 0.948
C 1.871 0.049 1.039
O 2.042 -1.346 0.811
C 3.282 -1.812 0.898
O 4.256 -1.164 1.191
O 3.260 -3.113 0.657
H -2.070 1.311 0.259
H 0.001 -0.616 -0.995
H -0.195 -0.333 1.552
H 0.224 1.385 1.388
H 2.234 0.306 2.041
H 2.449 0.616 0.298
H 4.133 -3.489 0.829
*
```

The highest occupied orbital energy (alpha / beta) comes out at -21.188 / -22.366 eV. The maximum force comes out at 8.7 eV/Å. The value obtained for the energy above the lowest of the compared OMol25 structures with the same formula, charge and spin is 66.2 kJ/mol. The orbital gap (alpha / beta) is 9.2 / 5.9 eV.


Below is the molecule C6H8OS in a non-equilibrium geometry, with properties calculated with ωB97M-V/def2-TZVPD.

Structure (ORCA input):
```
! RIJCOSX wB97M-V def2-TZVPD def2/J DEFGRID3
* xyz 0 1
O -1.648 -0.414 -1.894
C -1.206 -0.133 -0.668
C -0.426 1.068 -0.076
C 0.875 1.171 -0.769
S 1.916 -0.269 -0.644
C 0.625 -1.571 -0.160
C -0.682 -1.037 0.594
C -0.362 0.348 1.279
H -0.876 2.065 0.154
H 0.608 1.418 -1.837
H 1.281 2.147 -0.346
H 1.312 -2.203 0.504
H 0.319 -2.096 -1.038
H -1.123 -1.807 1.212
H 0.609 0.470 1.732
H -1.222 0.842 1.957
*
```

Its SMILES is O=C1[C@@H]2CSC[C@H]1C2. The highest occupied orbital energy comes out at -8.935 eV. The maximum force comes out at 8.1 eV/Å. The value obtained for the energy above the lowest of the compared OMol25 structures with the same formula, charge and spin is 252.8 kJ/mol. The orbital gap is 9.2 eV.


Below is the molecule C6H8OS in a non-equilibrium geometry, with properties calculated with ωB97M-V/def2-TZVPD.

Structure (ORCA input):
```
! RIJCOSX wB97M-V def2-TZVPD def2/J DEFGRID3
* xyz 0 1
O -0.462 -2.597 -0.659
C -0.174 -1.442 -0.211
C -0.093 -0.808 1.176
C -1.000 0.505 0.960
C 0.221 0.895 -0.073
C 1.118 0.238 0.871
C 0.243 -0.179 -1.148
S -0.897 -0.228 -2.564
H -0.124 -1.462 2.148
H -1.047 1.080 1.977
H -1.971 0.411 0.489
H 0.308 1.907 -0.694
H 2.229 -0.004 0.565
H 1.201 0.869 1.776
H 1.324 -0.409 -1.564
H -0.875 1.225 -3.049
*
```

Its SMILES is O=C1[C@H]2C[C@H](C2)[C@@H]1S. The highest occupied orbital energy comes out at -9.063 eV. The maximum force comes out at 5.4 eV/Å. The value obtained for the energy above the lowest of the compared OMol25 structures with the same formula, charge and spin is 287.7 kJ/mol. The orbital gap is 9.6 eV.


Below is the molecule C6H8OS in a non-equilibrium geometry, with properties calculated with ωB97M-V/def2-TZVPD.

Structure (ORCA input):
```
! RIJCOSX wB97M-V def2-TZVPD def2/J DEFGRID3
* xyz 0 1
C -0.237 -1.386 -1.111
C 0.016 -0.163 -0.194
C -0.298 -0.597 1.374
C -0.914 1.088 -0.313
C -0.183 2.145 -0.211
O 1.182 1.843 -0.201
C 1.317 0.412 -0.110
S 2.884 0.004 -0.030
H 0.656 -2.081 -0.970
H -1.199 -1.927 -0.847
H -0.211 -1.303 -2.301
H -0.370 0.424 1.985
H -1.098 -1.339 1.354
H 0.548 -1.448 1.842
H -2.003 0.987 0.010
H -0.090 3.341 -0.277
*
```

Its SMILES is CC1(C)C=COC1=S. The highest occupied orbital energy comes out at -8.756 eV. The maximum force comes out at 6.0 eV/Å. The value obtained for the energy above the lowest of the compared OMol25 structures with the same formula, charge and spin is 318.0 kJ/mol. The orbital gap is 8.9 eV.


Question: What is the formula in the fifth record?
Answer: C6H8OS